# C53H97NO11S2

9 unconnected molecules or ions with the total composition C53H97NO11S2 (ωB97M-V with the def2-TZVPD basis set, OMol25).

Element x y z (Å)
C1 -4.919 -5.356 -2.544
C2 -3.829 -4.193 -2.389
C3 -4.431 -2.718 -2.699
C4 -3.255 -1.687 -2.343
N1 -3.439 -0.322 -2.907
C5 -2.592 0.704 -2.215
C6 -3.478 1.499 -1.131
C7 -3.795 3.016 -1.535
C8 -2.612 4.039 -1.203
C9 -2.491 4.450 0.326
C10 -3.091 3.774 1.414
C11 -2.754 4.387 2.860
O1 -3.598 4.489 3.775
C12 -1.234 4.907 3.015
O2 -0.518 4.646 4.237
C13 -0.055 3.254 4.059
C14 1.541 3.130 3.986
C15 2.249 4.359 3.222
C16 -0.646 5.611 1.926
C17 -1.594 5.755 0.634
O3 -1.634 6.794 -0.052
C18 -3.290 -0.280 -4.361
S1 -3.710 1.154 -5.161
S2 -2.687 -1.686 -5.415
C19 -0.853 -1.531 -5.682
C20 -0.117 -2.592 -4.719
C21 0.360 -1.878 -3.344
H1 -5.974 -4.993 -2.292
H2 -4.951 -5.771 -3.608
H3 -4.685 -6.218 -1.822
H4 -2.964 -4.442 -3.085
H5 -3.408 -4.216 -1.318
H6 -5.360 -2.602 -2.051
H7 -4.743 -2.679 -3.795
H8 -3.272 -1.576 -1.196
H9 -2.271 -2.193 -2.623
H10 -2.005 1.375 -2.920
H11 -1.809 0.115 -1.603
H12 -4.497 0.963 -1.069
H13 -2.985 1.376 -0.110
H14 -3.924 3.041 -2.681
H15 -4.797 3.401 -1.120
H16 -1.629 3.489 -1.464
H17 -2.612 4.967 -1.884
H18 -3.730 2.855 1.252
H19 -0.459 2.556 4.869
H20 -0.456 2.830 3.065
H21 1.991 2.934 5.024
H22 1.788 2.185 3.374
H23 2.022 5.374 3.694
H24 3.375 4.190 3.256
H25 1.919 4.427 2.129
H26 0.400 6.039 1.952
H27 -0.656 -1.857 -6.762
H28 -0.479 -0.463 -5.527
H29 -0.885 -3.402 -4.463
H30 0.754 -3.121 -5.230
H31 1.472 -1.670 -3.300
H32 0.004 -2.558 -2.485
H33 -0.282 -0.928 -3.252
C22 5.032 -1.086 -0.888
C23 4.307 -1.771 0.249
C24 2.897 -1.883 -0.298
O4 3.013 -2.003 -1.723
C25 4.363 -1.698 -2.103
H34 6.112 -1.238 -0.876
H35 4.838 -0.009 -0.858
H36 4.726 -2.769 0.408
H37 4.355 -1.226 1.193
H38 2.314 -0.980 -0.084
H39 2.359 -2.747 0.100
H40 4.849 -2.635 -2.394
H41 4.359 -1.025 -2.964
C26 7.444 -6.275 1.837
C27 6.805 -7.110 0.749
C28 5.738 -6.173 0.218
O5 6.232 -4.838 0.394
C29 7.392 -4.883 1.237
H42 8.456 -6.589 2.095
H43 6.831 -6.315 2.743
H44 7.540 -7.321 -0.035
H45 6.401 -8.059 1.103
H46 4.808 -6.264 0.790
H47 5.515 -6.346 -0.838
H48 8.269 -4.688 0.611
H49 7.325 -4.101 1.996
C30 4.903 -12.293 3.286
C31 4.157 -11.027 3.645
C32 5.291 -10.064 3.935
O6 6.395 -10.460 3.109
C33 6.109 -11.749 2.546
H50 4.318 -12.995 2.689
H51 5.225 -12.805 4.199
H52 3.582 -10.678 2.780
H53 3.471 -11.144 4.485
H54 5.613 -10.132 4.979
H55 5.026 -9.026 3.719
H56 5.891 -11.609 1.482
H57 6.986 -12.393 2.640
C34 8.571 1.818 -3.365
C35 8.809 2.859 -2.294
C36 7.531 2.774 -1.482
O7 7.069 1.420 -1.577
C37 7.814 0.749 -2.602
H58 9.486 1.445 -3.827
H59 7.936 2.236 -4.153
H60 9.664 2.567 -1.676
H61 8.999 3.860 -2.686
H62 6.753 3.424 -1.896
H63 7.682 3.037 -0.433
H64 8.501 0.049 -2.114
H65 7.133 0.181 -3.240
C38 -4.555 7.667 4.280
C39 -3.804 8.892 4.753
C40 -4.935 9.856 5.057
O8 -6.058 9.064 5.463
C41 -5.783 7.687 5.168
H66 -3.983 6.741 4.364
H67 -4.849 7.793 3.232
H68 -3.255 8.659 5.672
H69 -3.095 9.284 4.022
H70 -5.228 10.419 4.164
H71 -4.680 10.565 5.848
H72 -5.595 7.171 6.116
H73 -6.654 7.232 4.691
C42 -1.508 -1.660 2.956
C43 -1.757 -0.774 4.158
C44 -0.363 -0.632 4.738
O9 0.554 -0.716 3.638
C45 -0.155 -1.170 2.478
H74 -2.282 -1.588 2.190
H75 -1.437 -2.705 3.274
H76 -2.126 0.204 3.828
H77 -2.474 -1.187 4.869
H78 -0.134 -1.451 5.428
H79 -0.222 0.315 5.262
H80 -0.260 -0.319 1.794
H81 0.421 -1.950 1.976
C46 -5.740 -8.173 -6.974
C47 -5.417 -7.185 -8.073
C48 -4.741 -6.068 -7.304
O10 -4.085 -6.674 -6.181
C49 -4.540 -8.028 -6.058
H82 -5.884 -9.195 -7.329
H83 -6.649 -7.861 -6.450
H84 -4.710 -7.634 -8.779
H85 -6.291 -6.849 -8.633
H86 -5.473 -5.351 -6.918
H87 -4.008 -5.526 -7.907
H88 -3.721 -8.686 -6.370
H89 -4.780 -8.243 -5.014
C50 -4.248 12.922 2.604
C51 -4.929 12.114 1.521
C52 -5.980 13.085 1.019
O11 -5.445 14.404 1.197
C53 -4.272 14.320 2.017
H90 -3.239 12.577 2.841
H91 -4.845 12.891 3.521
H92 -4.215 11.889 0.722
H93 -5.353 11.173 1.875
H94 -6.901 13.014 1.607
H95 -6.227 12.929 -0.034
H96 -3.401 14.496 1.376
H97 -4.303 15.097 2.784

Values from the calculation:
- net charge = 0
- Kohn-Sham gap (Eh) = 0.2669
- multiplicity = 1
- E (Ha) = -3756.0236
- lowest unoccupied orbital energy (eV) = -0.89
- HOMO (eV) = -8.148

Results of the Löwdin charge analysis, in e, for atoms 1 through 6: -0.13 -0.25 -0.19 -0.23 -0.20 -0.21